{
  "formula": "C5H11N3",
  "method": "wB97M-V/def2-TZVPD",
  "species": ["H", "C", "C", "H", "C", "C", "N", "H", "C", "N", "H", "H", "H", "H", "N", "H", "H", "H", "H"],
  "xyz": [[-2.78569, -0.16679, 0.52939], [0.36597, -0.67383, 1.93930], [0.98166, 1.31039, -0.50489], [0.21300, -0.83765, -2.80822], [-2.14179, 0.13698, -0.42860], [0.83275, 1.31844, 0.77418], [-0.20027, 0.45282, 1.24506], [-2.54758, -0.71677, -1.09937], [0.79217, -0.59245, -1.90722], [0.06240, 0.41829, -1.14573], [0.88653, -0.23070, 2.82766], [1.88643, -0.34516, -1.96910], [1.78234, 1.86465, -0.99029], [-2.22073, 1.19476, -0.75487], [-0.73644, -0.11774, -0.12514], [1.12001, -1.21489, 1.36918], [1.41839, 1.99699, 1.41732], [0.86312, -1.65076, -1.35414], [-0.44029, -1.43426, 2.23245]],
  "orbital_gap_ev": 8.8,
  "mol_weight_g_mol": 113.16
}

{
  "formula": "C19H25ClN4O5",
  "method": "wB97M-V/def2-TZVPD",
  "species": ["H", "C", "N", "C", "C", "C", "C", "H", "C", "H", "H", "C", "C", "H", "O", "C", "H", "H", "H", "N", "H", "H", "H", "H", "H", "H", "C", "C", "C", "H", "O", "H", "H", "H", "C", "C", "H", "C", "C", "H", "C", "H", "N", "Cl", "H", "O", "O", "N", "O", "H", "C", "C", "H", "H"],
  "xyz": [[2.29300, 3.70009, 3.12899], [2.49688, 1.14921, 2.53510], [-0.74220, 3.08906, 1.74286], [-2.90933, -3.97890, -2.70430], [-1.87827, 1.92177, 0.01426], [1.64103, 3.42572, 2.28809], [-1.12618, 1.87194, 1.34811], [-4.05466, -2.39118, -1.80708], [0.18388, 3.35315, 2.80994], [1.30732, 1.53416, -0.14076], [-2.61006, -0.14829, -3.53035], [2.84131, -0.10910, 1.80167], [2.11798, -2.09307, 0.65437], [3.04353, 1.90699, -0.08719], [-0.91734, 0.81335, 1.91830], [4.16372, -0.50791, 1.66140], [-2.28042, 0.00638, 0.38540], [0.74458, 3.78972, -0.43474], [-3.73575, -2.17354, -3.55155], [-2.09935, -1.73494, -2.34176], [5.49645, -1.99752, 0.88441], [0.12923, 2.53473, 3.53157], [-0.58578, -1.59373, -0.91978], [-4.02790, -0.08832, -1.33155], [4.95367, 0.10350, 2.07071], [-3.79078, -4.60639, -2.84516], [-1.49312, -2.17328, -1.10023], [-2.21500, -0.31030, -2.52431], [1.81899, -0.90964, 1.30439], [2.47380, 4.14247, -0.65527], [2.58963, 1.27701, 3.73739], [1.33274, -2.72674, 0.27275], [-2.17620, -2.06148, -0.23941], [-1.20750, 0.11514, -2.48437], [2.06010, 2.19873, 0.29410], [-3.10895, 0.46829, -1.52901], [-0.40409, -3.78376, -2.03984], [3.44391, -2.46763, 0.49870], [-3.30098, -2.50213, -2.60597], [-2.22333, -4.11073, -3.55413], [4.47079, -1.68520, 1.00203], [-0.97034, 3.84288, 1.10371], [2.04394, 2.14755, 1.73851], [3.81710, -3.93744, -0.33033], [-3.36284, 1.43543, -1.96922], [-2.29334, -4.42302, -1.51905], [-1.89681, 2.93547, -0.66620], [-2.44263, 0.74975, -0.28376], [1.81913, 4.35070, 1.25339], [0.79145, -0.61238, 1.45412], [1.74176, 3.67705, 0.00786], [-1.14536, -3.65892, -1.23631], [-0.07304, 4.29830, 3.29018], [-0.74435, -4.05301, -0.30069]],
  "orbital_gap_ev": 9.4,
  "mol_weight_g_mol": 424.88
}

{
  "formula": "C21H27BN7NbO2",
  "method": "wB97M-V/def2-TZVPD",
  "species": ["H", "C", "C", "C", "H", "B", "H", "C", "H", "O", "C", "C", "C", "H", "H", "H", "C", "H", "H", "H", "C", "C", "N", "H", "C", "H", "H", "N", "H", "Nb", "H", "H", "N", "C", "N", "H", "H", "H", "H", "N", "O", "C", "H", "N", "H", "N", "C", "C", "C", "C", "H", "H", "C", "C", "H", "H", "C", "H", "C"],
  "xyz": [[-1.09189, 2.06410, 4.26583], [-1.63826, 1.51636, 2.27345], [3.93463, 3.03175, -0.06642], [-2.51323, -0.40545, -3.52057], [1.79218, 2.72378, -2.78523], [-1.80709, -0.86380, -0.44684], [-0.03948, -5.02981, 0.92986], [3.94419, 0.32194, 0.68030], [-4.71196, -0.99636, 0.83470], [0.25952, 2.06008, 0.22860], [-1.21543, -3.32798, 0.14241], [-4.61355, 0.10255, 0.71349], [-3.01574, 1.43613, 2.20834], [3.92582, -0.72390, 0.96867], [-3.73804, 1.95943, 2.82127], [2.24839, -4.18375, 1.96287], [-0.15429, -3.96946, 0.74568], [2.61498, 1.16656, -3.20631], [6.04235, 2.91852, -0.05088], [2.47837, 1.67989, -1.47827], [-0.23646, 0.76353, -3.39398], [-3.26327, 0.54111, 1.18895], [-1.08866, 0.71178, 1.34202], [3.91433, 4.07780, -0.35456], [1.31367, 2.86633, -0.00137], [-2.49235, -0.10542, -4.58949], [-1.11505, 3.42762, 3.07441], [-2.07979, 0.12503, 0.68967], [6.05450, 0.43512, 0.63348], [0.83209, 0.21404, 0.73308], [-0.14482, 1.08986, -4.42167], [0.23347, 2.22368, 3.04664], [-0.95309, -2.00401, 0.11365], [2.67554, 2.27640, 0.15109], [0.22503, -1.76972, 0.66980], [-5.41383, 0.60129, 1.29978], [2.05469, -2.53813, 2.68535], [-3.40514, 0.04627, -3.03861], [-3.34195, -3.58488, 0.13566], [0.18778, 0.40273, -1.23093], [1.15067, 4.03342, -0.32186], [2.05144, -3.11444, 1.73687], [1.64344, -0.55058, 2.17470], [2.71824, 1.04250, 0.49082], [2.85426, -2.73166, 1.07296], [-0.98527, -0.13990, -1.51659], [0.66197, 0.95949, -2.36320], [5.11423, 0.95933, 0.49597], [0.73023, -2.95583, 1.06262], [-1.27443, 0.05980, -2.82025], [-2.58176, -1.51162, -3.45987], [-2.82580, -1.27961, -0.90222], [-0.85460, 2.35888, 3.22232], [1.96628, 1.67583, -2.46350], [-2.54153, -3.77859, -1.47819], [-4.73530, 0.36782, -0.35737], [5.10563, 2.39209, 0.10118], [-2.40530, -5.08333, -0.23697], [-2.45054, -3.98458, -0.39132]],
  "charge": 2,
  "orbital_gap_ev": 6.6,
  "mol_weight_g_mol": 513.21
}